Record 1
Here is a structure of composition C9H29CaNOP2 at a distorted geometry from OMol25. Energies are from ωB97M-V/def2-TZVPD.

Geometry as ORCA input:
```
! wB97M-V def2-TZVPD RIJCOSX def2/J DEFGRID3
* xyz 0 1
Ca 0.7553 -1.1552 -0.7112
H 2.5871 -2.0794 -1.7125
H 2.5092 -2.5307 -1.0870
P -0.7395 0.6535 -2.4845
P -1.2437 -1.9849 1.2297
C -0.8566 -1.5546 3.0055
H -1.2170 -2.3666 3.6679
H 0.2398 -1.4807 3.1541
H -1.4073 -0.6335 3.2698
C -2.8899 -2.6928 1.5041
H -3.2068 -3.2967 0.6539
H -2.9077 -3.3630 2.3592
H -3.5974 -1.9019 1.7379
C -0.3627 -3.6842 1.3860
H 0.7077 -3.5265 1.6289
H -0.8064 -4.2119 2.2519
H -0.5836 -4.2936 0.4890
C -2.2927 1.0043 -3.2959
H -2.1106 1.5703 -4.1958
H -2.7810 0.0855 -3.6074
H -2.9311 1.6265 -2.6794
C 0.0051 2.3627 -2.5113
H 1.1033 2.2942 -2.3527
H -0.1723 2.7618 -3.5289
H -0.5190 3.0118 -1.7791
C 0.1833 0.0313 -3.9738
H -0.2306 -0.9554 -4.2464
H -0.0446 0.7460 -4.7789
H 1.2687 0.0815 -3.7629
H -1.4356 -1.7926 -1.5173
H -1.2125 -0.7182 -0.0880
C 3.2650 1.7985 1.8463
N 1.8725 2.2873 1.7851
C 1.4570 3.5474 2.3959
C 1.0576 1.5240 1.1093
O 1.4291 0.4433 0.5344
H 3.8052 2.5773 2.4305
H 3.7271 1.7324 0.8113
H 3.3357 0.8166 2.4115
H 1.1065 4.2011 1.5857
H 0.6988 3.3062 3.1516
H 2.3866 3.9087 2.8450
H 0.0480 1.8498 1.0684
*
```

Values from the calculation:
HOMO-LUMO gap: 3.7 eV
largest force on an atom: 4.46 eV Å⁻¹
total energy: -1850.32972 Eh

Atom charges from the Mulliken analysis, given in e for atoms 1 to 4: -0.075, 0.069, 0.026, 0.731

***

Record 2
Here is a structure of composition C22H44BrF2IN5O9P3S4 at a distorted geometry from OMol25. Energies are from ωB97M-V/def2-TZVPD.

Geometry as ORCA input:
```
! wB97M-V def2-TZVPD RIJCOSX def2/J DEFGRID3
* xyz 0 1
C -2.3309 0.5238 3.6823
C -0.8666 0.5067 3.2723
C -0.2025 -0.8913 3.2375
C 1.0540 -0.9230 4.1018
C -0.1904 -1.6391 1.8494
O -0.3521 -2.9977 2.1653
N -1.4016 -1.2300 1.1175
P -3.0074 -2.0550 1.2532
C -3.1673 -2.6691 2.9396
O -2.7793 -3.5372 0.6105
C -1.2189 -0.3997 0.0635
N -2.1042 -0.4166 -0.9229
C -2.1924 0.3392 -2.1570
C -1.3685 -0.1563 -3.3135
O -0.6552 0.5302 -3.9409
Br -1.6425 -2.0016 -3.7995
N -0.1174 0.4169 0.0262
C -0.2306 1.8447 -0.3047
C -1.4578 2.5764 0.2070
C -1.2450 4.0754 -0.0080
C -1.2978 4.5021 -1.4733
C 0.0635 4.7643 -2.1039
N 0.5416 6.1012 -1.7376
C 1.1749 -0.1138 0.3113
I 2.2162 -0.0019 -1.7421
P 2.3656 1.0266 1.2659
S 1.7405 2.4432 2.4423
C 1.0512 -1.5735 0.8566
C 2.3166 -2.2200 1.4516
C 3.6628 -2.1272 0.7321
C 4.5971 -3.2352 1.2323
C 5.9233 -3.1835 0.4977
O 5.6635 -3.5097 -0.8714
C 6.5755 -3.0892 -1.7672
C 6.2085 -3.4770 -3.1591
O 7.5634 -2.4732 -1.4602
P 0.7394 -2.7226 -0.6509
S 0.0658 -4.5272 -0.4205
H -2.5873 1.5319 4.0040
H -3.0249 0.2894 2.8773
H -2.5184 -0.1124 4.5449
H -0.3281 1.0689 4.0287
H -0.7103 1.0597 2.3611
H -0.9087 -1.4952 3.8047
H 1.4337 -1.9323 4.2678
H 0.7807 -0.5547 5.0868
H 1.8752 -0.3068 3.7537
H 0.2173 -3.1931 2.9162
H -4.2079 -2.9861 2.9932
H -2.9874 -1.9307 3.7073
H -2.5447 -3.5455 3.0693
H -2.2312 -3.5344 -0.1881
H -2.8772 -1.0557 -0.7988
H -3.2261 0.2557 -2.5016
H -2.0634 1.4110 -2.0597
H 0.6287 2.3945 0.0563
H -0.1871 1.9753 -1.3899
H -2.3775 2.2476 -0.2734
H -1.5739 2.4265 1.2791
H -0.2815 4.3471 0.4271
H -1.9930 4.5919 0.5872
H -1.8308 5.4482 -1.5187
H -1.8573 3.7678 -2.0494
H -0.0620 4.6743 -3.1864
H 0.8097 4.0238 -1.8197
H 0.1334 6.7884 -2.3576
H 1.5393 6.1696 -1.8901
H 3.1764 0.1516 1.9791
H 3.2089 1.5432 0.2906
H 2.4879 -1.9470 2.4848
H 2.0860 -3.2877 1.4901
H 3.6155 -2.2309 -0.3446
H 4.1863 -1.1951 0.9346
H 4.8053 -3.0953 2.2917
H 4.1449 -4.2081 1.0484
H 6.3679 -2.1975 0.5902
H 6.6006 -3.9281 0.9078
H 5.3868 -2.8663 -3.5230
H 7.0697 -3.2999 -3.7921
H 5.9266 -4.5226 -3.2191
H 1.9772 -2.7825 -1.2739
H -0.0680 -1.9805 -1.5123
N -5.8876 1.9131 -4.0282
S -6.9233 2.0545 -2.8245
O -7.8867 3.0863 -2.9899
O -6.3445 1.8557 -1.5320
F -7.7125 0.7121 -3.1076
S -4.8766 3.0980 -4.2072
O -4.1957 3.0291 -5.4565
O -4.0921 3.4101 -3.0481
F -5.7877 4.3834 -4.3731
*
```

Values from the calculation:
HOMO-LUMO gap: 6.6 eV
largest force on an atom: 1.59 eV Å⁻¹
total energy: -7503.84340 Eh

Atom charges from the Mulliken analysis, given in e for atoms 1 to 4: -1.937, 0.366, 0.635, -2.169

***

Record 3
Here is a structure of composition C4H5FeLiO2 at a distorted geometry from OMol25. Energies are from ωB97M-V/def2-TZVPD.

Geometry as ORCA input:
```
! wB97M-V def2-TZVPD RIJCOSX def2/J DEFGRID3
* xyz 1 6
H -1.4697 0.1515 0.9956
C -0.1342 0.2406 0.9443
C 0.7680 0.8661 -0.1144
C 0.1727 0.2812 -1.4030
C -0.4824 -1.0172 -0.9597
O -0.1185 -1.1244 0.3824
O 0.1606 0.3120 2.2010
Li 0.3672 -1.3257 3.2265
Fe -2.1798 -1.9192 -1.3080
H 1.7843 0.5110 0.1153
H 0.7304 1.9595 -0.0209
H 0.8945 0.0317 -2.1955
H -0.4932 1.0328 -1.8636
*
```

Values from the calculation:
HOMO-LUMO gap (alpha / beta): 6.3 / 6.3 eV
largest force on an atom: 5.90 eV Å⁻¹
total energy: -1576.69344 Eh

Atom charges from the Mulliken analysis, given in e for atoms 1 to 4: 0.135, 0.191, -0.547, -0.232

***

Record 4
Here is a cluster of 3 separate species, C20H35BN6O4PS in total at a distorted geometry from OMol25. Energies are from ωB97M-V/def2-TZVPD.

Geometry as ORCA input:
```
! wB97M-V def2-TZVPD RIJCOSX def2/J DEFGRID3
* xyz 1 1
C 5.9251 -1.8419 -1.0413
C 4.6678 -2.6576 -1.3071
O 3.7166 -1.9646 -2.1369
C 3.0460 -0.9302 -1.5281
N 1.5385 -1.2022 -1.5345
C 1.2030 -2.6309 -1.7600
C -0.2731 -2.9387 -1.5195
C -0.7015 -2.7599 -0.0586
C -2.1650 -2.3419 0.1063
N -2.3312 -1.6753 1.4027
C -3.6089 -1.2083 1.7750
C -4.6850 -1.1552 0.7228
O -3.7936 -0.8381 2.9123
C 0.8031 -0.3194 -2.3086
N 0.4522 -0.6505 -3.5615
N 0.4608 0.8870 -1.7878
P -1.2423 1.2808 -1.6207
S -1.5945 3.1427 -1.3849
B 1.1369 1.1895 -0.4234
O 0.5399 0.7638 0.7199
O 2.2664 1.9455 -0.5077
H 6.1102 -1.1429 -1.8591
H 5.8273 -1.2591 -0.1234
H 6.7828 -2.5072 -0.9333
H 4.1731 -2.9074 -0.3608
H 4.8837 -3.5951 -1.8194
H 3.2162 0.0008 -2.0768
H 3.3595 -0.7802 -0.4876
H 1.4951 -2.9756 -2.7542
H 1.7844 -3.1892 -1.0226
H -0.3804 -3.9906 -1.8038
H -0.9315 -2.3866 -2.1954
H -0.5933 -3.7247 0.4498
H -0.0703 -2.0434 0.4719
H -2.8067 -3.2276 0.0114
H -2.4636 -1.6577 -0.6935
H -2.0617 -2.3314 2.1316
H -5.5775 -0.7574 1.1990
H -4.8953 -2.1510 0.3313
H -4.3886 -0.4921 -0.0929
H 1.1265 -1.1430 -4.1258
H -0.4682 -0.4881 -3.9379
H -1.6581 0.4828 -0.5510
H -1.8174 0.7046 -2.7652
H 0.9384 -0.0481 1.0860
H 3.0715 1.5603 -0.1474
N 1.5322 -1.5188 2.8870
C 1.6098 -1.1400 4.1615
C 1.7026 -2.0340 5.2169
C 1.7140 -3.3900 4.9386
C 1.6329 -3.7996 3.6161
C 1.5442 -2.8286 2.6342
H 1.5942 -0.0718 4.3409
H 1.7633 -1.6701 6.2324
H 1.7842 -4.1163 5.7371
H 1.6368 -4.8480 3.3522
H 1.4780 -3.1130 1.5887
N -4.2029 7.0402 -1.9678
C -3.4502 6.3002 -1.1581
C -2.7813 6.8040 -0.0531
C -2.8990 8.1561 0.2266
C -3.6786 8.9407 -0.6071
C -4.3079 8.3362 -1.6859
H -3.3834 5.2486 -1.4129
H -2.1853 6.1513 0.5707
H -2.3934 8.5901 1.0793
H -3.7996 9.9999 -0.4280
H -4.9280 8.9179 -2.3586
*
```

Values from the calculation:
HOMO-LUMO gap: 6.8 eV
largest force on an atom: 1.49 eV Å⁻¹
total energy: -2176.82987 Eh

Atom charges from the Mulliken analysis, given in e for atoms 1 to 4: -1.185, -0.177, -0.418, -0.806

***

Record 5
Here is a structure of composition C37H39Cl3GeMgN8O5PSTe at a distorted geometry from OMol25. Energies are from ωB97M-V/def2-TZVPD.

Geometry as ORCA input:
```
! wB97M-V def2-TZVPD RIJCOSX def2/J DEFGRID3
* xyz 0 2
Mg -0.6535 -1.7828 0.1211
C -1.6597 1.5404 4.4790
N -1.8502 0.6693 3.3569
C -0.9863 0.2956 2.4047
N -1.6067 -0.4511 1.5195
C -2.8726 -0.5143 1.9752
N -3.0529 0.1607 3.0809
C -1.6547 3.0095 4.1132
C -1.2605 3.9305 5.0786
C -1.2893 5.2886 4.8125
C -1.7057 5.7510 3.5792
C -2.0820 4.8335 2.6012
C -2.0580 3.4640 2.8700
C -2.4953 5.3023 1.2978
N -2.5828 6.5326 0.8825
N -2.9819 6.4969 -0.3933
C -3.1264 5.2459 -0.7208
O -2.8324 4.4299 0.3191
C -3.5109 4.7012 -2.0020
C -3.6757 5.5433 -3.1005
C -4.0083 4.9959 -4.3230
C -4.1441 3.6235 -4.4699
C -3.9639 2.7772 -3.3836
C -4.0050 1.2704 -3.5371
N -2.8851 0.7006 -2.8360
C -2.8577 -0.0114 -1.7037
N -1.6071 -0.1947 -1.3255
C -0.8934 0.4314 -2.2820
N -1.6367 0.9844 -3.2041
C -3.6789 3.3258 -2.1424
H -0.7239 1.2862 4.9829
H -2.4879 1.3481 5.1682
H 0.0531 0.5486 2.3838
H -3.6482 -1.0701 1.4902
H -0.9389 3.5755 6.0477
H -0.9877 5.9883 5.5763
H -1.7474 6.8038 3.3528
H -2.3647 2.7771 2.0942
H -3.5241 6.6025 -2.9712
H -4.1441 5.6415 -5.1767
H -4.3755 3.2118 -5.4416
H -3.9367 0.9992 -4.5942
H -4.9235 0.8472 -3.1196
H -3.7290 -0.3866 -1.2053
H 0.1772 0.4745 -2.2872
H -3.5600 2.6883 -1.2766
C -1.4309 -3.5011 1.2044
H -2.4560 -3.8227 1.0270
H -1.3380 -3.1689 2.2395
H -0.7714 -4.3503 1.0313
C 2.0608 0.3710 4.8716
C 2.9752 -0.5638 4.0969
O 2.5180 -0.7511 2.7802
P 1.6147 -2.0218 2.2931
O 0.8723 -1.4377 1.1475
Te 0.5406 -3.0497 4.1233
O 2.6859 -3.0119 1.5777
C 3.6152 -3.7675 2.3265
C 4.9941 -3.1271 2.2906
H 2.5303 0.6436 5.8105
H 1.1167 -0.1280 5.0773
H 1.8766 1.2712 4.2926
H 3.0424 -1.5263 4.6202
H 3.9753 -0.1301 4.0107
H 3.6498 -4.7657 1.8778
H 3.2607 -3.8693 3.3641
H 5.3960 -3.1683 1.2824
H 5.6705 -3.6449 2.9655
H 4.9186 -2.0829 2.5797
O 0.5312 -2.1876 -1.3754
S 1.6559 -3.1674 -1.3940
C 1.8519 -3.4638 -3.1702
C 2.1471 -4.7276 -3.6496
C 2.1794 -4.9398 -5.0184
C 1.9241 -3.8958 -5.8932
C 1.6363 -2.6330 -5.4019
C 1.5992 -2.4157 -4.0364
C 3.1267 -2.1153 -1.3300
C 4.3745 -2.6639 -1.5789
C 5.4904 -1.8433 -1.5801
C 5.3543 -0.4878 -1.3183
C 4.1068 0.0458 -1.0401
C 2.9889 -0.7713 -1.0428
H 2.3153 -5.5478 -2.9677
H 2.3747 -5.9291 -5.4049
H 1.9421 -4.0678 -6.9604
H 1.4128 -1.8212 -6.0777
H 1.3449 -1.4447 -3.6385
H 4.4676 -3.7193 -1.7917
H 6.4689 -2.2528 -1.7910
H 6.2227 0.1555 -1.3331
H 4.0036 1.1000 -0.8236
H 2.0068 -0.3806 -0.8174
Cl -4.0553 -4.0992 -1.8521
Ge -1.9221 -3.2354 -1.7985
Cl -0.6030 -5.0709 -1.9504
Cl -1.7841 -2.5016 -3.9483
*
```

Values from the calculation:
HOMO-LUMO gap (alpha / beta): 7.1 / 5.5 eV
largest force on an atom: 2.37 eV Å⁻¹
total energy: -6912.99778 Eh

Atom charges from the Mulliken analysis, given in e for atoms 1 to 4: -0.200, -1.106, 1.057, -0.868

***

Record 6
Here is a structure of composition C55H53N7OPtTe at a distorted geometry from OMol25. Energies are from ωB97M-V/def2-TZVPD.

Geometry as ORCA input:
```
! wB97M-V def2-TZVPD RIJCOSX def2/J DEFGRID3
* xyz 1 2
Pt -0.1461 0.1256 0.0502
C -4.8492 4.6810 -2.2601
C -4.1001 3.5178 -1.6581
C -4.4670 2.1970 -1.9002
C -3.8021 1.1588 -1.2828
C -2.7613 1.3609 -0.3625
N -2.1578 0.2690 0.3014
C -2.9968 -0.7587 0.7591
C -4.2504 -0.4156 1.2953
C -5.1779 -1.3518 1.6986
C -4.9077 -2.7150 1.6171
C -5.9174 -3.7629 2.0308
C -3.6467 -3.0653 1.1859
C -2.7036 -2.1194 0.7741
N -1.4100 -2.6174 0.4145
C -1.1220 -3.8369 -0.0738
C 0.2296 -4.0486 0.0913
C 0.6938 -2.8798 0.6976
N -0.3005 -2.0128 0.8930
C -2.3641 2.6808 -0.1768
C -3.0199 3.7260 -0.8250
N -1.2837 3.0194 0.7031
C -0.9979 4.2374 1.2125
C 0.1477 4.1259 1.9513
C 0.5068 2.7796 1.8350
N -0.3713 2.1173 1.0966
H -5.3858 4.3820 -3.1602
H -4.1783 5.5049 -2.5080
H -5.5905 5.0626 -1.5528
H -5.2772 1.9791 -2.5899
H -4.0833 0.1359 -1.5039
H -4.4810 0.6366 1.3907
H -6.1271 -1.0186 2.1064
H -6.9218 -3.3425 2.0703
H -5.6851 -4.1666 3.0198
H -5.9254 -4.5995 1.3310
H -3.3664 -4.1141 1.1892
H -1.8869 -4.4604 -0.5096
H 0.7990 -4.9210 -0.1888
H 1.6973 -2.6355 1.0150
H -2.6869 4.7462 -0.6725
H -1.6382 5.0880 1.0581
H 0.6496 4.9042 2.5029
H 1.3519 2.2687 2.2629
C 0.2052 -3.9600 -4.0302
C 1.5682 -4.0339 -3.7827
C 2.1909 -3.0400 -3.0453
C 1.4886 -1.9484 -2.5222
C 0.1253 -1.9127 -2.7928
C -0.5136 -2.8870 -3.5357
C 2.3064 -0.9858 -1.6982
C 3.6197 -0.7529 -2.1819
C 4.5431 -0.1190 -1.4287
C 4.2336 0.1958 -0.0996
C 5.2132 0.6878 0.7947
C 4.9059 0.9062 2.0989
C 3.5923 0.6485 2.5512
C 2.6180 0.2219 1.6971
C 2.9002 -0.0155 0.3306
N 1.9121 -0.4938 -0.5377
H -0.2922 -4.7299 -4.6084
H 2.1506 -4.8669 -4.1549
H 3.2501 -3.1334 -2.8353
H -1.5769 -2.7829 -3.7160
H 3.8596 -1.0724 -3.1860
H 5.5307 0.0988 -1.8226
H 6.2187 0.8646 0.4263
H 5.6651 1.2503 2.7897
H 3.3494 0.7808 3.5986
H 1.6354 0.0122 2.0860
C -0.2993 0.6203 -4.2104
C -0.2964 0.3856 -2.7301
O -0.6421 -0.8928 -2.3015
N -0.0668 1.2526 -1.8405
Te -0.1875 3.7485 -2.4356
C -0.7840 5.5015 -3.5498
C -0.0752 6.7034 -3.3598
C 1.2042 6.7927 -2.5602
C -0.5520 7.8676 -3.9602
C -1.7052 7.8780 -4.7312
C -2.2289 9.1549 -5.3435
C -2.3803 6.6780 -4.9147
C -1.9424 5.4860 -4.3449
C -2.7302 4.2339 -4.6733
C 1.7654 3.5307 -3.2376
C 2.0384 3.5994 -4.6090
C 0.9805 3.7778 -5.6724
C 3.3683 3.4870 -5.0309
C 4.4150 3.2986 -4.1441
C 5.8417 3.1875 -4.6253
C 4.1137 3.2162 -2.7883
C 2.8138 3.3314 -2.3163
C 2.5731 3.2555 -0.8254
H -0.1659 -0.3100 -4.7602
H 0.4894 1.3189 -4.4778
H -1.2626 1.0543 -4.4882
H 1.1651 6.1786 -1.6616
H 1.4003 7.8229 -2.2626
H 2.0555 6.4460 -3.1527
H -0.0073 8.7966 -3.8104
H -1.5226 9.9756 -5.2168
H -3.1722 9.4469 -4.8756
H -2.4207 9.0267 -6.4108
H -3.2803 6.6676 -5.5255
H -3.8029 4.4393 -4.6695
H -2.5387 3.4289 -3.9715
H -2.4745 3.8836 -5.6779
H 0.0085 3.4234 -5.3385
H 1.2599 3.2293 -6.5739
H 0.8682 4.8308 -5.9428
H 3.5783 3.5436 -6.0961
H 5.8878 3.1376 -5.7125
H 6.3261 2.2962 -4.2201
H 6.4274 4.0513 -4.3026
H 4.9213 3.0665 -2.0725
H 3.4897 2.9718 -0.3025
H 1.8025 2.5239 -0.5796
H 2.2443 4.2208 -0.4310
*
```

Values from the calculation:
HOMO-LUMO gap (alpha / beta): 5.8 / 5.3 eV
largest force on an atom: 2.06 eV Å⁻¹
total energy: -2973.26155 Eh

Atom charges from the Mulliken analysis, given in e for atoms 1 to 4: 3.467, -1.807, 0.489, -1.257